1.
# C6H13N3

The ion C6H13N3 with charge +2 at a distorted geometry (ωB97M-V with the def2-TZVPD basis set, the Open Molecules 2025 dataset).

## Properties
Kohn-Sham gap (spin up / spin down) ... 8.7 / 8.7 eV
HOMO (spin up / spin down) ... -18.823 / -18.822 eV
Total charge ... +2

Cartesian coordinates (Å):
C 3.252 -0.023 -0.810
C 2.530 -0.987 0.619
C -2.388 -0.927 0.913
C -0.265 0.988 0.227
C 1.179 1.278 -0.108
C -0.889 0.129 -0.801
N 3.679 -1.112 0.057
N 2.108 0.174 -0.198
N -2.290 -0.280 -0.407
H 3.749 0.212 -1.701
H 1.921 -1.568 1.252
H -1.968 -0.344 1.688
H -3.334 -1.187 1.206
H -1.868 -1.900 0.899
H -0.846 1.987 0.434
H -0.298 0.334 1.186
H 1.193 1.763 -1.025
H 1.485 1.987 0.655
H -0.872 0.664 -1.720
H -0.424 -0.825 -1.104
H -2.681 -0.840 -1.136
H -2.974 0.476 -0.127

---

2.
# C6H13N3O

A cluster of 2 separate species, C6H13N3O in total at a distorted geometry (ωB97M-V with the def2-TZVPD basis set, the Open Molecules 2025 dataset).

## Properties
Kohn-Sham gap ... 9.8 eV
HOMO ... -9.464 eV

Cartesian coordinates (Å):
C -1.857 0.053 -0.978
C -1.360 -0.535 0.325
C 0.012 -1.191 0.284
C 1.105 -0.179 -0.082
N 1.302 0.934 0.833
C 2.440 -0.794 -0.345
N 3.209 -1.206 -1.158
C -1.844 0.071 1.591
N -2.319 -1.248 1.170
H -2.864 0.476 -0.860
H -1.200 0.856 -1.340
H -1.889 -0.718 -1.761
H 0.240 -1.623 1.269
H 0.009 -1.999 -0.464
H 0.834 0.242 -1.065
H 1.123 1.810 0.348
H 1.179 0.656 1.802
H -1.211 0.070 2.482
H -2.527 0.921 1.524
H -3.258 -1.184 0.782
O 3.120 1.728 -1.180
H 2.232 2.038 -1.415
H 3.524 0.823 -1.766

---

One value per record, in order, for total energy: -10881.417 -12947.633 eV.
One value per record, in order, for energy relative to the best compared isomer or geometry (same formula, charge and spin): 4.805 4.083 eV.